Record 1
# C3H11N2OS

C3H11N2OS as an isolated structure in a non-equilibrium geometry (the ωB97M-V functional and the def2-TZVPD basis, the Open Molecules 2025 dataset).

```
18
Properties=species:S:1:pos:R:3
C 0.17812 -0.66463 0.08454
C 0.94099 0.66709 -0.13832
S 2.55712 0.55549 -0.82628
N -2.97884 -0.73517 0.55663
C -3.20291 0.31176 -0.22741
N -3.69155 1.58451 0.37724
H 0.92301 -1.46387 0.25719
H -0.44318 -0.50397 1.04832
H 1.10440 1.14062 0.85150
H 0.35817 1.34519 -0.73434
H -0.50986 -0.88215 -0.76034
H -3.34235 0.30043 -1.28386
H -1.92046 -0.02514 0.21484
H -3.43537 1.32287 1.30185
H -4.75200 1.48407 0.50564
H 3.23147 -2.68403 0.17865
H 2.98749 -1.07706 0.29618
O 3.01005 -1.95945 0.81186
```

Computed properties:
- Maximum force: 3.7 eV/A
- Gap between HOMO and LUMO: 5.88 eV
- HOMO energy: -2.8 eV
- Total charge: -1

***

Record 2
# C3H11N2OS

A 3-piece molecular cluster, C3H11N2OS overall in a non-equilibrium geometry (the ωB97M-V functional and the def2-TZVPD basis, the Open Molecules 2025 dataset).

```
18
Properties=species:S:1:pos:R:3
C 2.16196 -0.62297 0.69670
C 1.21423 -0.09200 -0.38124
C 0.29864 0.74787 0.27888
N -0.46992 1.39722 0.83163
N -0.96977 -1.71881 -2.14508
O -2.46163 2.72719 1.48681
S -3.40349 3.23459 2.89028
H 2.60613 0.24218 1.26451
H 1.57493 -1.32737 1.39062
H 2.96158 -1.22688 0.38328
H 0.90506 -1.14822 -0.79522
H 1.61909 0.57847 -1.10259
H -1.17516 2.11878 1.18607
H -2.51894 4.17706 2.97801
H -0.54366 -2.03556 -3.08204
H -1.22927 -2.52780 -1.64719
H -1.85048 -1.07788 -2.24595
H -2.72395 3.15902 0.66724
```

Computed properties:
- Maximum force: 3.4 eV/A
- Gap between HOMO and LUMO: 9.61 eV
- HOMO energy: -13.3 eV
- Total charge: +1

***

Number 1 is which compound?
C3H11N2OS